{"formula": "C78H174N10O14", "method": "ωB97M-V/def2-TZVPD", "elements": ["C", "C", "C", "C", "C", "C", "C", "C", "C", "N", "O", "H", "H", "H", "H", "H", "H", "H", "H", "H", "H", "H", "H", "H", "H", "H", "H", "H", "H", "H", "C", "C", "C", "C", "C", "C", "C", "C", "C", "N", "O", "H", "H", "H", "H", "H", "H", "H", "H", "H", "H", "H", "H", "H", "H", "H", "H", "H", "H", "H", "C", "C", "C", "C", "C", "C", "C", "C", "C", "N", "O", "H", "H", "H", "H", "H", "H", "H", "H", "H", "H", "H", "H", "H", "H", "H", "H", "H", "H", "H", "C", "C", "C", "C", "C", "C", "C", "C", "C", "N", "O", "H", "H", "H", "H", "H", "H", "H", "H", "H", "H", "H", "H", "H", "H", "H", "H", "H", "H", "H", "C", "C", "C", "C", "C", "C", "C", "C", "C", "N", "O", "H", "H", "H", "H", "H", "H", "H", "H", "H", "H", "H", "H", "H", "H", "H", "H", "H", "H", "H", "C", "C", "C", "C", "C", "C", "C", "C", "C", "N", "O", "H", "H", "H", "H", "H", "H", "H", "H", "H", "H", "H", "H", "H", "H", "H", "H", "H", "H", "H", "C", "O", "C", "C", "N", "C", "C", "O", "C", "H", "H", "H", "H", "H", "H", "H", "H", "H", "H", "H", "H", "H", "H", "H", "C", "O", "C", "C", "N", "C", "C", "O", "C", "H", "H", "H", "H", "H", "H", "H", "H", "H", "H", "H", "H", "H", "H", "H", "C", "O", "C", "C", "N", "C", "C", "O", "C", "H", "H", "H", "H", "H", "H", "H", "H", "H", "H", "H", "H", "H", "H", "H", "C", "O", "C", "C", "N", "C", "C", "O", "C", "H", "H", "H", "H", "H", "H", "H", "H", "H", "H", "H", "H", "H", "H", "H"], "positions_angstrom": [[7.40, -8.43, -0.25], [6.40, -7.28, -0.33], [4.96, -7.92, -0.56], [6.36, -6.44, 1.03], [5.56, -5.13, 0.89], [6.10, -4.39, -0.33], [6.05, -5.14, -1.66], [4.57, -5.32, -2.12], [6.83, -4.37, -2.74], [6.84, -6.34, -1.48], [6.90, -7.19, -2.64], [7.44, -8.96, -1.23], [8.40, -8.22, 0.03], [6.99, -9.14, 0.48], [4.84, -8.51, 0.40], [4.08, -7.21, -0.59], [4.86, -8.53, -1.45], [6.01, -7.11, 1.80], [7.43, -6.27, 1.13], [4.42, -5.26, 0.82], [5.68, -4.48, 1.74], [7.16, -4.14, -0.18], [5.62, -3.43, -0.47], [4.35, -5.66, -3.16], [4.29, -4.25, -2.17], [3.79, -5.72, -1.43], [6.63, -4.93, -3.69], [7.87, -4.38, -2.44], [6.45, -3.38, -2.80], [6.16, -6.97, -3.24], [-2.45, -1.67, -2.58], [-2.39, -1.69, -4.15], [-1.93, -3.11, -4.57], [-3.76, -1.23, -4.71], [-3.67, -0.97, -6.17], [-2.80, 0.28, -6.35], [-1.34, 0.09, -5.83], [-0.45, -0.69, -6.81], [-0.72, 1.47, -5.62], [-1.50, -0.58, -4.50], [-0.20, -0.90, -4.04], [-1.44, -1.53, -2.19], [-3.04, -0.86, -2.24], [-2.75, -2.54, -2.10], [-0.94, -3.37, -4.21], [-2.59, -3.99, -4.32], [-1.87, -3.18, -5.73], [-4.38, -1.94, -4.27], [-4.01, -0.39, -4.10], [-3.34, -1.86, -6.80], [-4.67, -0.75, -6.55], [-3.20, 1.13, -5.65], [-2.80, 0.66, -7.37], [-0.20, -0.14, -7.73], [-0.93, -1.66, -7.05], [0.53, -0.90, -6.37], [-0.89, 1.90, -6.62], [0.25, 1.52, -5.19], [-1.31, 2.09, -4.95], [0.09, -0.15, -3.51], [5.09, 5.52, 1.92], [3.87, 4.66, 1.72], [2.75, 5.58, 1.07], [4.22, 3.44, 0.89], [3.05, 2.40, 0.81], [2.72, 1.96, 2.21], [2.39, 3.13, 3.12], [0.96, 3.69, 2.77], [2.51, 2.59, 4.57], [3.50, 4.08, 3.00], [3.22, 5.22, 3.85], [5.95, 5.03, 2.43], [5.39, 5.69, 0.87], [4.78, 6.46, 2.41], [3.13, 6.14, 0.18], [1.84, 5.04, 0.77], [2.52, 6.36, 1.78], [4.48, 3.84, -0.11], [5.14, 3.01, 1.33], [2.15, 2.85, 0.27], [3.34, 1.57, 0.22], [3.64, 1.47, 2.65], [1.94, 1.18, 2.28], [0.36, 3.15, 3.50], [0.63, 3.50, 1.73], [1.01, 4.72, 3.16], [3.57, 2.46, 4.89], [1.87, 1.70, 4.66], [2.19, 3.37, 5.21], [3.86, 5.11, 4.59], [2.62, -4.92, 3.56], [1.51, -4.68, 4.68], [1.83, -5.54, 5.90], [1.40, -3.22, 4.98], [0.13, -2.62, 5.64], [-1.09, -3.18, 4.90], [-1.08, -4.74, 4.78], [-1.19, -5.54, 6.11], [-2.23, -5.11, 3.79], [0.22, -5.04, 4.07], [0.22, -6.51, 3.86], [2.19, -4.78, 2.52], [3.44, -4.21, 3.74], [3.01, -5.96, 3.69], [1.27, -6.52, 5.94], [2.89, -5.81, 5.99], [1.53, -5.00, 6.82], [2.28, -2.81, 5.48], [1.47, -2.74, 4.01], [0.06, -2.86, 6.71], [0.30, -1.54, 5.71], [-1.21, -2.83, 3.81], [-2.00, -2.93, 5.40], [-0.32, -5.47, 6.74], [-1.23, -6.57, 5.78], [-2.11, -5.29, 6.69], [-1.83, -4.73, 2.82], [-3.24, -4.68, 3.90], [-2.37, -6.21, 3.69], [-0.02, -6.56, 2.93], [-6.94, 3.14, -0.63], [-7.23, 4.34, -1.53], [-8.53, 4.07, -2.30], [-7.40, 5.62, -0.58], [-7.32, 6.86, -1.40], [-6.03, 7.01, -2.18], [-5.87, 5.82, -3.06], [-6.93, 5.88, -4.23], [-4.48, 5.85, -3.61], [-5.96, 4.57, -2.25], [-5.66, 3.38, -3.03], [-6.92, 2.20, -1.21], [-6.01, 3.26, -0.08], [-7.76, 3.07, 0.09], [-9.05, 4.90, -2.70], [-8.43, 3.25, -3.08], [-9.18, 3.70, -1.55], [-8.38, 5.55, -0.02], [-6.62, 5.55, 0.17], [-8.22, 6.87, -2.03], [-7.42, 7.65, -0.66], [-5.13, 7.18, -1.58], [-6.18, 7.84, -2.84], [-7.38, 4.90, -4.50], [-6.41, 6.13, -5.13], [-7.76, 6.59, -4.10], [-4.37, 6.85, -4.18], [-4.14, 5.19, -4.38], [-3.80, 5.84, -2.73], [-5.83, 3.51, -3.96], [1.03, -9.69, -1.34], [0.65, -8.32, -1.98], [1.81, -7.86, -2.91], [-0.71, -8.50, -2.78], [-1.16, -7.14, -3.16], [-1.59, -6.37, -1.96], [-0.40, -6.12, -1.03], [0.60, -5.00, -1.46], [-0.87, -5.78, 0.38], [0.36, -7.46, -0.82], [1.58, -7.21, -0.16], [0.22, -10.07, -0.69], [1.23, -10.45, -2.11], [1.99, -9.55, -0.79], [2.78, -7.88, -2.39], [1.91, -8.59, -3.73], [1.73, -6.88, -3.29], [-0.58, -9.09, -3.70], [-1.45, -8.98, -2.04], [-0.43, -6.65, -3.82], [-2.09, -7.31, -3.74], [-2.27, -7.04, -1.45], [-2.09, -5.37, -2.18], [1.13, -5.29, -2.37], [1.35, -4.94, -0.64], [0.03, -4.06, -1.57], [-0.06, -5.76, 1.09], [-1.66, -6.43, 0.70], [-1.26, -4.74, 0.30], [1.41, -7.44, 0.74], [-5.06, 7.63, 2.13], [-5.04, 6.24, 1.87], [-3.80, 5.60, 1.90], [-3.23, 5.34, 0.54], [-2.42, 6.49, 0.09], [-1.17, 6.58, 0.83], [-0.67, 7.99, 0.67], [-0.36, 8.23, -0.69], [0.24, 9.51, -0.91], [-4.85, 7.80, 3.27], [-6.10, 7.92, 1.95], [-4.50, 8.22, 1.44], [-3.88, 4.60, 2.38], [-3.04, 6.20, 2.44], [-4.01, 5.16, -0.25], [-2.55, 4.44, 0.61], [-2.19, 6.50, -0.91], [-0.41, 5.90, 0.40], [-1.21, 6.42, 1.94], [0.25, 8.14, 1.28], [-1.40, 8.72, 1.08], [0.33, 9.56, -1.99], [1.27, 9.64, -0.43], [-0.41, 10.31, -0.50], [-3.65, 1.59, -0.72], [-2.25, 1.95, -0.73], [-1.82, 2.51, -1.94], [-0.29, 2.49, -1.95], [0.24, 1.12, -2.00], [0.18, 0.39, -0.73], [1.23, -0.72, -0.73], [1.10, -1.51, 0.43], [2.22, -2.30, 0.87], [-4.00, 1.61, 0.35], [-3.80, 0.57, -1.14], [-4.32, 2.26, -1.32], [-2.20, 3.54, -2.04], [-2.19, 1.89, -2.78], [0.08, 2.96, -1.02], [0.05, 3.10, -2.76], [1.20, 1.16, -2.26], [-0.77, -0.16, -0.65], [0.38, 1.02, 0.19], [2.29, -0.35, -0.78], [1.02, -1.26, -1.66], [2.40, -3.12, 0.15], [2.00, -2.70, 1.86], [3.17, -1.78, 0.86], [-1.77, -0.01, 10.88], [-1.73, -1.11, 10.06], [-1.15, -0.90, 8.77], [-1.92, 0.18, 8.01], [-1.43, 0.37, 6.63], [-2.07, 1.55, 6.01], [-1.57, 1.67, 4.57], [-2.02, 0.53, 4.00], [-1.28, 0.24, 2.80], [-0.93, 0.63, 10.64], [-1.59, -0.25, 11.91], [-2.71, 0.58, 10.73], [-1.10, -1.90, 8.31], [-0.16, -0.49, 8.82], [-1.71, 1.05, 8.57], [-3.04, 0.12, 8.07], [-1.62, -0.47, 6.03], [-1.86, 2.42, 6.65], [-3.20, 1.45, 6.12], [-0.47, 1.64, 4.63], [-1.94, 2.61, 4.18], [-0.24, 0.37, 3.05], [-1.58, 0.84, 1.92], [-1.53, -0.80, 2.54], [3.49, 7.27, -5.06], [2.77, 6.17, -4.43], [2.50, 6.32, -3.04], [1.97, 5.08, -2.50], [2.87, 3.94, -2.57], [2.78, 2.97, -3.73], [3.89, 1.96, -3.51], [3.48, 1.07, -2.47], [4.59, 0.22, -2.09], [3.95, 6.83, -5.93], [4.33, 7.55, -4.39], [2.81, 8.12, -5.24], [1.71, 7.09, -2.86], [3.44, 6.62, -2.50], [1.06, 4.87, -3.10], [1.69, 5.23, -1.45], [2.85, 3.38, -1.74], [3.01, 3.59, -4.60], [1.82, 2.54, -3.99], [4.71, 2.67, -3.27], [4.09, 1.38, -4.37], [4.22, -0.57, -1.48], [5.36, 0.78, -1.58], [5.07, -0.19, -2.96]], "smiles": "CC1(C)CCCC(C)(C)N1O.CC1(C)CCCC(C)(C)N1O.CC1(C)CCCC(C)(C)N1O.CC1(C)CCCC(C)(C)N1O.CC1(C)CCCC(C)(C)N1O.CC1(C)CCCC(C)(C)N1O.COCCNCCOC.COCCNCCOC.COCCNCCOC.COCCNCCOC", "charge": 0, "e_above_lowest_kj_mol": 404.8, "e_homo_ev": -8.0}